Density functional theory data (wB97M-V/def2-TZVPD) for a 2-piece molecular cluster, ClPS2 overall in a non-equilibrium geometry.

```
! wB97M-V def2-TZVPD RIJCOSX def2/J DEFGRID3
* xyz 0 1
S -1.5332 0.9923 0.5576
Cl -2.4177 -0.4361 -0.5148
S 2.4991 -0.3321 0.6592
P 1.1854 0.0504 -0.6682
*
```

Properties
- max |F| (eV Å⁻¹) = 2.16
- frontier orbital gap (spin up / spin down) (eV) = 5.75 / 5.75
- relative energy (zero: lowest compared OMol25 entry of this formula, charge and spin) (eV) = 2.630

In the Löwdin picture, each atom carries the following charge in e: -0.20 -0.17 0.08 0.28